(1)
103
Properties=species:S:1:pos:R:3:forces:R:3:mulliken_charge:R:1 method="wB97M-V/def2-TZVPD" e_above_lowest_ev=0.0000 multiplicity=4 total_charge=0
Cr 0.402664 -0.198687 -0.315738 0.0 -0.1 0.0 -0.415
O -0.193949 -1.469354 0.982248 -0.1 0.1 -0.1 0.252
C -0.846623 -1.297507 2.186379 0.2 0.0 0.1 3.307
C -0.317841 -0.030390 2.913461 0.0 -0.1 -0.1 -1.414
C -0.537928 1.328401 2.307356 0.1 -0.1 0.0 -0.575
C -0.950459 2.346599 3.160077 0.0 0.1 0.0 -0.568
C -1.143712 3.620620 2.665792 0.0 -0.1 0.0 -1.180
C -0.921551 3.837086 1.321096 0.0 0.0 0.0 -0.629
C -0.501112 2.789024 0.510883 0.0 0.0 0.0 0.410
C -0.267364 3.085579 -0.943320 -0.1 0.0 -0.1 -2.505
C -0.745043 2.002188 -1.925198 0.1 0.2 -0.2 1.946
O 0.077303 0.894688 -1.801024 0.0 -0.1 0.1 0.089
C -0.594945 2.584749 -3.343845 0.1 -0.1 0.0 -0.558
C -1.369260 3.656038 -3.776568 0.0 0.0 0.0 -0.354
C -1.202810 4.180466 -5.049237 -0.1 0.0 0.0 -1.013
C -0.263465 3.635938 -5.913247 0.1 -0.1 0.0 -0.584
C 0.504969 2.560212 -5.491600 -0.1 0.1 0.0 -0.865
C 0.339606 2.040054 -4.215444 0.0 -0.1 0.1 0.076
C -2.205946 1.601102 -1.713791 -0.1 0.0 0.1 0.471
C -2.607221 0.327495 -2.114224 0.1 0.0 0.1 -0.474
C -3.923904 -0.076328 -1.969543 0.0 0.0 0.0 -0.744
C -4.867840 0.791121 -1.437142 0.0 0.0 -0.1 -0.705
C -4.481610 2.060483 -1.040386 0.0 0.0 0.0 -1.093
C -3.157584 2.460833 -1.173583 0.0 0.0 0.0 0.034
N -0.300871 1.547550 0.999028 -0.1 0.0 0.0 1.930
C -2.361252 -1.334961 1.948288 -0.1 0.1 0.0 -0.210
C -2.924294 -2.559921 1.588691 0.0 -0.1 -0.1 -0.348
C -4.267709 -2.671584 1.275623 0.0 0.0 0.0 -0.872
C -5.090598 -1.553413 1.321051 0.0 0.0 0.0 -0.616
C -4.547124 -0.331980 1.675140 0.0 0.0 0.0 -0.820
C -3.195161 -0.223470 1.983288 0.0 0.0 0.0 -0.096
C -0.467618 -2.464739 3.123450 0.0 0.0 0.0 -0.151
C -1.024070 -2.576276 4.395445 0.0 0.0 0.0 -0.382
C -0.655211 -3.606805 5.243858 0.0 0.0 0.0 -0.921
C 0.271635 -4.555019 4.827078 0.0 0.0 0.0 -0.585
C 0.813086 -4.464313 3.555187 0.0 0.0 0.0 -0.890
C 0.445895 -3.424314 2.707819 0.0 0.0 0.0 -0.037
H 0.761632 -0.192224 2.980421 0.0 0.0 0.0 -0.166
H -0.691437 -0.000511 3.936725 0.0 0.0 0.0 0.744
H -1.130311 2.119317 4.201555 0.0 0.0 0.0 0.553
H -1.473082 4.423823 3.312306 0.0 0.0 0.0 0.426
H -1.073038 4.813075 0.880434 0.0 0.0 0.0 0.555
H 0.800384 3.200113 -1.150877 0.0 0.0 0.1 0.531
H -0.723254 4.049381 -1.169786 0.0 0.0 0.0 0.833
H -2.129730 4.076037 -3.127607 0.0 0.0 0.0 0.363
H -1.818104 5.011777 -5.370804 0.0 0.0 0.0 0.410
H -0.139078 4.042410 -6.908810 0.0 0.0 0.0 0.391
H 1.233615 2.114970 -6.157718 0.0 0.0 0.0 0.453
H 0.928803 1.196376 -3.884277 0.0 0.0 0.0 0.084
H -1.871825 -0.349950 -2.529166 0.0 0.0 0.0 0.475
H -4.210964 -1.075040 -2.274143 0.0 0.0 0.0 0.440
H -5.897835 0.476228 -1.326698 0.0 0.0 0.0 0.432
H -5.207913 2.742750 -0.615137 0.0 0.0 0.0 0.424
H -2.875957 3.452883 -0.841486 0.0 0.0 0.0 0.367
H -2.296809 -3.442801 1.548182 0.0 0.0 0.0 0.409
H -4.672460 -3.635908 0.994938 0.0 0.0 0.0 0.424
H -6.142963 -1.635914 1.080648 0.0 0.0 0.0 0.425
H -5.168907 0.554067 1.705577 0.0 0.0 0.0 0.464
H -2.819534 0.756244 2.239490 0.0 0.0 0.0 0.130
H -1.771896 -1.860065 4.719317 0.0 0.0 0.0 0.372
H -1.098520 -3.678246 6.229235 0.0 0.0 0.0 0.414
H 0.555730 -5.365233 5.486400 0.0 0.0 0.0 0.400
H 1.519033 -5.211268 3.212529 0.0 0.0 0.0 0.466
H 0.841821 -3.356208 1.702636 0.0 0.0 0.0 0.224
Br 3.448030 -0.361962 -2.168433 -0.1 0.0 0.0 -0.127
C 2.238436 -1.047935 -3.472177 0.1 0.1 -0.1 0.268
C 2.687190 -0.945332 -4.760521 -0.1 0.0 0.0 -0.535
C 1.935038 -1.503713 -5.808171 0.0 0.0 0.0 -0.787
C 0.799730 -2.193932 -5.510526 0.0 0.0 0.0 -0.864
C 0.346804 -2.323999 -4.177177 0.0 0.0 0.0 0.878
C -0.796281 -3.122454 -3.913213 0.0 0.0 0.0 -1.067
C -1.213830 -3.294244 -2.633795 0.0 0.0 0.0 -1.215
C -0.581041 -2.592216 -1.580606 0.0 0.1 0.1 -0.489
C 0.488742 -1.738459 -1.757890 0.0 -0.1 -0.1 0.122
C 1.027948 -1.690700 -3.095573 0.1 0.1 0.0 0.987
H 3.626273 -0.450602 -4.963884 0.0 0.0 0.0 0.419
H 2.281039 -1.408095 -6.828982 0.0 0.0 0.0 0.415
H 0.222907 -2.670809 -6.294288 0.0 0.0 0.0 0.386
H -1.300839 -3.598681 -4.745623 0.0 0.0 0.0 0.354
H -2.064658 -3.928901 -2.413243 0.0 0.0 0.0 0.483
H -1.014418 -2.678482 -0.593143 0.0 0.0 0.0 0.267
C 4.894636 1.756640 3.514530 0.0 0.0 0.0 -1.052
C 5.200062 1.133328 2.157755 0.0 0.0 0.0 -0.669
N 4.210077 0.156879 1.714489 0.0 0.0 0.0 0.514
C 4.383481 -1.234475 2.127582 0.0 0.0 0.0 -1.094
C 3.640731 -1.628843 3.400724 0.1 0.0 0.0 -0.445
C 3.103785 0.527486 1.029183 0.1 0.1 0.0 0.229
C 3.015109 1.930051 0.503845 0.0 0.0 0.0 -0.844
N 2.120519 -0.267609 0.780139 -0.1 -0.2 -0.1 1.467
H 5.642894 2.515549 3.748029 0.0 0.0 0.0 0.408
H 4.908137 1.014949 4.311748 0.0 0.0 0.0 0.287
H 3.913949 2.234552 3.514671 0.0 0.0 0.0 0.229
H 6.163487 0.623031 2.189065 0.0 0.0 0.0 0.420
H 5.292442 1.913844 1.405119 0.0 0.0 0.0 0.324
H 5.454570 -1.392903 2.255892 0.0 0.0 0.0 0.474
H 4.081159 -1.877660 1.296590 0.0 0.0 0.0 0.360
H 3.986759 -1.052050 4.257856 0.0 0.0 0.0 0.315
H 3.809710 -2.684351 3.615783 0.0 0.0 0.0 0.345
H 2.565907 -1.483407 3.301995 0.0 0.0 0.0 -0.026
H 3.889186 2.182506 -0.095020 0.0 0.0 0.0 0.608
H 2.927894 2.653605 1.316916 0.0 0.0 0.0 0.295
H 2.139819 1.996779 -0.132269 0.0 0.0 0.0 -0.775
H 2.176123 -1.204659 1.161389 0.1 0.0 0.0 -0.824

(2)
103
Properties=species:S:1:pos:R:3:forces:R:3:mulliken_charge:R:1 method="wB97M-V/def2-TZVPD" e_above_lowest_ev=0.0000 multiplicity=2 total_charge=-1
Cs -0.831154 2.572075 0.500917 0.1 0.5 -0.5 1.540
C 5.789380 3.821924 2.665230 0.1 0.0 0.1 -1.287
C 4.351456 4.247934 2.645584 -0.1 0.1 0.1 0.571
C 3.861212 5.244768 3.484552 0.0 -0.1 -0.1 -0.465
C 2.524845 5.601711 3.434114 0.0 -0.1 -0.1 -0.568
C 1.723811 4.922938 2.528409 0.1 -0.1 0.0 0.117
Br -0.112605 5.392261 2.401363 0.1 0.3 0.2 -0.210
N 2.149880 3.970872 1.732935 -0.2 0.2 -0.2 -0.031
C 3.438003 3.652362 1.786623 0.0 -0.1 0.0 -0.354
H 6.332010 4.327477 3.464227 0.0 0.0 0.0 0.370
H 6.294419 4.049462 1.725020 0.0 0.0 0.0 0.286
H 5.877738 2.748110 2.835352 0.0 0.0 0.0 0.309
H 4.529083 5.741437 4.178469 0.0 0.0 0.0 0.341
H 2.108195 6.368344 4.069433 0.0 0.0 0.0 0.378
H 3.751800 2.862815 1.110557 0.0 0.0 0.0 0.458
C 4.074717 4.089435 -3.170718 0.1 0.0 0.0 -0.517
C 3.870637 3.174647 -2.150717 0.0 0.0 0.0 -0.608
C 2.683708 2.455359 -2.093400 0.0 0.0 0.0 0.226
C 1.692607 2.632066 -3.054055 0.1 0.0 0.0 -0.285
C 1.905334 3.566027 -4.066616 -0.1 0.0 0.0 0.120
C 3.085639 4.286329 -4.126875 0.0 0.0 0.0 -0.727
P 0.160054 1.633563 -2.925224 0.0 -0.1 0.4 0.396
C 0.425006 0.427021 -4.275720 -0.1 0.0 -0.1 0.253
C -0.661825 -0.370263 -4.646167 0.0 0.0 0.0 -0.602
C -0.524456 -1.375584 -5.586588 0.0 0.0 0.0 -0.780
C 0.711152 -1.618573 -6.173371 0.0 0.0 0.0 -0.543
C 1.797844 -0.837442 -5.814538 0.0 0.0 0.0 -0.580
C 1.655543 0.178496 -4.878565 0.0 0.0 0.0 -0.463
C -1.102876 2.809539 -3.480523 0.0 0.0 -0.1 0.499
C -1.541182 2.892506 -4.803591 0.1 -0.1 0.0 0.024
C -2.433819 3.887728 -5.160186 -0.1 0.1 0.0 -0.716
C -2.843336 4.789659 -4.183592 0.0 0.0 -0.1 -0.464
C -2.376508 4.676436 -2.879550 -0.1 0.1 0.1 -0.845
C -1.497268 3.670756 -2.431757 0.0 0.0 -0.2 -0.709
H 4.996260 4.656723 -3.217114 0.0 0.0 0.0 0.355
H 4.630438 3.022121 -1.393019 0.0 0.0 0.0 0.426
H 2.521523 1.749901 -1.285092 0.0 0.0 0.0 0.117
H 1.123403 3.737049 -4.796912 0.0 0.0 0.0 0.410
H 3.233555 5.011489 -4.917710 0.0 0.0 0.0 0.391
H -1.631896 -0.196792 -4.192887 0.0 0.0 0.0 0.553
H -1.387414 -1.973198 -5.855036 0.0 0.0 0.0 0.426
H 0.822306 -2.412061 -6.901753 0.0 0.0 0.0 0.362
H 2.767405 -1.011236 -6.265851 0.0 0.0 0.0 0.380
H 2.516837 0.782152 -4.620721 0.0 0.0 0.0 0.344
H -1.184991 2.187269 -5.549655 0.0 0.0 0.0 0.305
H -2.796847 3.968040 -6.178808 0.0 0.0 0.0 0.374
H -3.537612 5.584394 -4.443254 0.0 0.0 0.0 0.320
H -2.744668 5.418934 -2.169781 0.0 0.0 0.0 0.298
C -5.096593 -5.778984 -2.077393 0.0 -0.1 -0.1 -1.550
C -4.378244 -4.675256 -1.353791 0.0 0.1 0.0 0.836
C -3.184814 -4.156640 -1.836517 0.0 0.0 0.0 -1.039
C -2.511546 -3.132561 -1.180186 0.1 0.0 0.0 1.016
C -1.238862 -2.614451 -1.781311 0.2 0.0 -0.1 -0.868
C -3.027424 -2.602353 0.011661 0.0 0.1 0.1 -0.481
Te -2.022879 -0.965702 1.023025 -0.2 -0.5 -0.2 -0.224
N -0.771061 0.704109 2.545867 -0.1 -0.6 0.4 0.063
C -0.313211 1.156821 3.670965 0.2 0.4 0.0 -0.179
O 0.392787 2.199814 3.728492 0.2 0.1 0.3 -0.619
C -0.655918 0.403409 4.935493 0.1 0.0 0.0 -0.021
C -1.686458 -0.527413 4.974128 0.0 0.0 0.0 0.141
C -1.964266 -1.207255 6.150292 -0.1 -0.1 -0.1 -0.714
C -1.209275 -0.968331 7.288599 0.0 0.0 0.1 -0.337
C -0.178077 -0.039616 7.251898 0.1 0.0 0.0 -0.556
C 0.093890 0.648080 6.080186 -0.1 0.1 -0.2 -0.235
C -0.286623 -2.139972 1.432651 -0.2 0.0 0.1 -0.349
C -0.404286 -3.298803 2.197372 0.2 -0.1 0.0 1.251
C -1.674400 -3.760343 2.852829 -0.1 0.0 0.1 -1.807
C 0.728834 -4.095645 2.396858 0.0 0.1 0.0 -0.884
C 1.962902 -3.761354 1.876338 0.0 0.0 0.0 0.840
C 3.166651 -4.631489 2.101673 0.1 -0.1 0.0 -1.575
C 2.061959 -2.584937 1.140161 0.1 0.0 0.0 -0.537
C 0.967450 -1.767408 0.915177 -0.1 -0.1 0.0 0.815
C 1.138058 -0.534234 0.089501 -0.1 0.1 -0.1 -0.216
C -4.239849 -3.107383 0.500177 0.0 -0.1 0.0 1.436
C -4.919777 -2.626142 1.756213 -0.1 0.1 0.2 -2.120
C -4.889557 -4.132069 -0.187329 0.0 0.0 0.0 -0.751
H -4.565527 -6.060416 -2.986655 0.0 0.0 0.0 0.337
H -6.107393 -5.478768 -2.360692 0.0 0.0 0.0 0.338
H -5.186306 -6.671792 -1.454950 0.0 0.0 0.0 0.321
H -2.767201 -4.553515 -2.756225 0.0 0.0 0.0 0.244
H -1.043948 -3.085571 -2.745186 0.0 0.0 0.0 0.367
H -0.381426 -2.804917 -1.131765 0.0 0.0 0.0 0.142
H -1.279022 -1.533436 -1.933488 0.0 0.0 0.0 -0.164
H -2.261512 -0.716267 4.075391 0.0 0.0 0.0 0.304
H -2.772833 -1.928505 6.175530 0.0 0.0 0.0 0.415
H -1.424702 -1.505315 8.204670 0.0 0.0 0.0 0.375
H 0.415106 0.148228 8.138982 0.0 0.0 0.0 0.371
H 0.877023 1.392367 6.008855 0.0 0.0 0.1 0.447
H -2.458551 -3.008734 2.812996 0.0 0.0 0.0 -0.109
H -1.482274 -3.988040 3.903606 0.0 0.0 0.0 0.516
H -2.057721 -4.664395 2.372996 0.0 0.0 0.0 0.379
H 0.629979 -4.999091 2.990443 0.0 0.0 0.0 0.301
H 2.911377 -5.497088 2.713025 0.0 0.0 0.0 0.351
H 3.962183 -4.085050 2.612358 0.0 0.0 0.0 0.332
H 3.579671 -4.998151 1.159595 0.0 0.0 0.0 0.316
H 3.020458 -2.294809 0.721659 0.0 0.0 0.0 0.434
H 2.121913 -0.490964 -0.378566 0.0 0.0 0.0 0.359
H 0.991388 0.354558 0.706018 0.1 0.0 0.1 -0.144
H 0.379854 -0.494573 -0.693749 0.1 0.1 -0.1 -0.246
H -4.468815 -1.731371 2.179322 0.0 0.0 -0.1 0.215
H -4.888132 -3.404060 2.524208 0.0 0.0 0.0 0.329
H -5.971462 -2.413349 1.556485 0.0 0.0 0.0 0.542
H -5.828885 -4.507845 0.208668 0.0 0.0 0.0 0.397

| no. | DFT total energy (Ha) |
| --- | --- |
| 1 | -5828.72466 |
| 2 | -5283.65777 |